(1)
This record from OMol25 describes 5 unconnected molecules or ions with the total composition C17H48F3N4O7S in a non-equilibrium geometry. The level of theory is wB97M-V/def2-TZVPD.

Its relative energy (zero: lowest compared OMol25 entry of this formula, charge and spin) is 0.00 kJ/mol. The total charge is +3. As for the HOMO-LUMO gap: 9.566 eV. For the LUMO energy, the calculation gives -6.7 eV. Its max |F| is 1.426 eV Å⁻¹.

Last column: Löwdin charge in e.
Geometry (Å):
S 19.4985 -10.8465 -1.9602  0.52
F 20.0919 -9.1982 -3.8783  0.14
F 20.9696 -8.7167 -1.9459  0.16
F 18.8897 -8.2920 -2.3369  0.16
O 15.5620 -12.4570 0.8743  -0.19
O 22.0295 -13.5643 1.2136  -0.19
O 18.2642 -11.1779 -2.6808  -0.35
O 17.1865 -15.4513 -5.8033  -0.19
O 19.3700 -10.7718 -0.5310  -0.28
O 15.1165 -7.2433 -4.7373  -0.18
O 20.6236 -11.6767 -2.3886  -0.34
N 17.9883 -13.4921 -4.0911  0.21
N 14.0562 -5.6076 -6.6840  0.24
N 13.5689 -14.0344 0.3488  0.23
N 22.8920 -12.8392 -1.1516  0.22
C 19.8804 -9.1435 -2.5598  -0.68
C 16.9481 -16.8415 -5.9304  -0.08
C 13.3558 -6.8601 -6.2327  -0.32
C 22.1764 -12.1757 1.0470  -0.19
C 12.3889 -7.4353 -7.2500  -0.02
C 23.2390 -11.9720 0.0191  -0.31
C 15.0046 -15.9365 -0.1790  -0.03
C 23.4100 -10.5544 -0.4807  -0.01
C 18.5605 -15.1358 -5.7729  -0.21
C 20.0806 -13.1196 -5.3806  -0.02
C 16.4889 -11.3635 0.7802  -0.04
C 20.9001 -13.9362 1.9614  -0.08
C 15.9381 -13.6209 0.2197  -0.23
C 14.3998 -7.8569 -5.7756  -0.21
C 14.9404 -14.6543 0.5974  -0.31
C 16.3494 -7.8586 -4.3998  -0.08
C 18.6782 -13.6828 -5.4359  -0.31
H 18.0508 -13.1147 -6.1253  0.16
H 16.0430 -10.5825 1.3913  0.10
H 15.9081 -13.4783 -0.8827  0.14
H 14.8952 -15.8183 -1.2656  0.09
H 24.2917 -10.5033 -1.1246  0.10
H 20.4858 -13.0171 -6.3842  0.10
H 15.0530 -8.1403 -6.6180  0.14
H 20.8694 -13.3983 2.9102  0.10
H 12.1106 -8.4536 -6.9859  0.10
H 12.8044 -6.5591 -5.3384  0.16
H 22.5757 -10.1955 -1.0834  0.06
H 22.4954 -11.7192 1.9915  0.15
H 23.5589 -9.8590 0.3428  0.11
H 20.9428 -15.0072 2.1557  0.10
H 16.8819 -7.1728 -3.7461  0.09
H 21.2223 -11.7290 0.7332  0.12
H 22.8495 -13.8324 -0.9210  0.17
H 17.3576 -17.4067 -5.0870  0.09
H 15.9862 -16.4107 -0.1172  0.10
H 19.1170 -15.8109 -5.1066  0.14
H 23.6096 -12.7373 -1.8730  0.18
H 20.1956 -12.1801 -4.8446  0.07
H 19.9818 -13.8141 1.3678  0.08
H 20.6811 -13.8524 -4.8276  0.10
H 17.0242 -8.0462 -5.2431  0.10
H 16.5738 -10.9753 -0.2360  0.08
H 14.6129 -5.7564 -7.5262  0.18
H 14.9236 -14.8318 1.6728  0.17
H 16.9592 -13.9679 0.4187  0.15
H 12.8723 -7.4546 -8.2305  0.10
H 13.3646 -4.8649 -6.8028  0.19
H 17.4682 -11.6017 1.1908  0.09
H 22.0116 -12.5464 -1.6210  0.11
H 11.4397 -6.9052 -7.3113  0.10
H 16.1866 -8.8071 -3.8787  0.09
H 13.4367 -13.8672 -0.6486  0.17
H 13.9316 -8.7842 -5.4287  0.14
H 14.2561 -16.6717 0.1162  0.10
H 13.4859 -13.1469 0.8552  0.17
H 24.1984 -12.3110 0.4107  0.17
H 17.0074 -13.7381 -4.2320  0.15
H 18.9932 -15.3046 -6.7697  0.15
H 17.3062 -17.2394 -6.8823  0.10
H 18.0680 -12.5062 -3.7533  0.09
H 12.8440 -14.6669 0.6909  0.18
H 15.8713 -17.0084 -5.9188  0.10
H 14.6618 -5.3148 -5.9082  0.17
H 18.3353 -14.0934 -3.3453  0.17

---

(2)
This record from OMol25 describes 8 unconnected molecules or ions with the total composition C17H48N19O7S2 in a non-equilibrium geometry. The level of theory is wB97M-V/def2-TZVPD.

The total charge is +1. As for the HOMO-LUMO gap: 7.832 eV. For the LUMO energy, the calculation gives -2.8 eV. Its max |F| is 2.629 eV Å⁻¹.

Last column: Löwdin charge in e.
Geometry (Å):
S 3.3667 -2.9678 -0.7055  0.86
S 4.7606 -4.9033 -2.4655  0.76
O -4.6840 3.1824 1.6780  -0.01
O -7.2588 4.6587 -2.0787  0.02
O -5.9848 -5.7250 3.5638  0.02
O -1.8468 6.6235 -2.7009  0.04
O 6.8779 -2.8865 3.0201  0.02
O -1.4811 -1.9270 -1.5327  -0.01
O -5.1434 -1.7568 2.2261  -0.01
N 8.0534 -1.7879 4.6177  0.16
N -8.6629 2.9027 -1.7844  0.15
N -4.0249 5.2178 2.4310  0.17
N -7.1210 3.4557 -0.1672  0.16
N -8.2375 -5.9657 3.4749  0.14
N 3.7720 1.1869 -2.0940  0.17
N 6.3128 -3.1720 5.1957  0.16
N -4.5352 0.3020 1.5140  0.17
N -5.5989 0.0517 3.5265  0.16
N 6.1402 -2.9196 -1.3407  -0.21
N -7.2578 -3.9336 3.0139  0.15
N -4.4259 4.8769 0.1957  0.17
N 2.4708 1.0310 -1.8424  -0.03
N 5.3986 2.8436 -2.2056  0.19
N -0.3614 5.6784 -1.2788  0.14
N -3.1687 -3.1554 -0.6467  0.17
N 0.0641 5.7445 -3.5428  0.15
N -1.6696 -2.0931 0.7208  0.16
N 3.0117 3.2184 -1.7480  0.17
C 7.0684 -2.6322 4.2004  -0.67
C 4.1241 2.4798 -2.0234  -0.37
C 2.0458 2.2833 -1.6596  -0.06
C 6.2602 -1.1054 0.4997  -0.11
C 2.2998 -1.3411 -2.7406  -0.21
C 4.8892 -3.5768 -1.5229  -1.05
C 6.4037 -2.6039 0.0974  -0.23
C -5.0958 -0.5427 2.4099  -0.68
C 1.7509 -0.2497 -1.7896  -0.10
C -0.7883 6.0553 -2.5226  -0.69
C 6.1467 -2.1266 -3.7541  -0.09
C -7.0852 -5.2393 3.3641  -0.70
C -2.0705 -2.3683 -0.5497  -0.69
C 2.1254 -2.7285 -2.0248  -0.46
C -7.6561 3.7335 -1.3896  -0.69
C -4.3948 4.3532 1.4503  -0.66
C 6.1961 -1.7469 -2.2277  -0.27
H -8.1531 -3.5161 2.8449  0.09
H 5.7086 3.6933 -2.6536  0.13
H 1.7091 -1.4175 -3.6752  0.13
H -4.4804 1.3035 1.6367  0.04
H -9.0027 2.1376 -1.2333  0.09
H -3.6656 -3.5202 0.1474  0.10
H 7.1009 -1.1321 -2.1005  0.12
H 0.6737 -0.0520 -1.9374  0.14
H 5.1129 -2.4173 -4.0196  0.05
H -5.5670 1.0413 3.6903  0.09
H -0.9635 5.8929 -0.5051  0.09
H -4.1960 5.8311 -0.0165  0.11
H 1.1031 -2.7145 -1.5834  0.07
H 0.5073 5.2097 -1.1025  0.07
H 6.1097 2.1758 -1.9296  0.12
H -0.8638 -1.5066 0.8308  0.09
H -3.9940 4.8621 3.3698  0.11
H -4.6934 4.2643 -0.5572  0.11
H 5.2473 -1.1663 -2.0549  0.05
H 7.4354 -2.9128 0.3332  0.12
H -9.1519 -5.5881 3.3156  0.09
H 6.2068 -1.0119 1.6024  0.06
H -3.7876 6.1782 2.2663  0.10
H 5.3514 -0.6076 0.1070  0.04
H 6.4521 -2.9780 6.1695  0.10
H -7.4240 2.7019 0.4203  0.10
H 2.1134 -3.5584 -2.7567  0.08
H -8.1467 -6.9319 3.7315  0.10
H -6.0218 -0.5451 4.2149  0.10
H 0.9421 5.2778 -3.4140  0.08
H 7.1584 -0.5238 0.2018  0.07
H -4.1564 -0.1124 0.6809  0.10
H -2.1394 -2.4367 1.5401  0.10
H -9.0782 3.0803 -2.6812  0.10
H 1.8472 -0.6488 -0.7554  0.12
H 3.3669 -1.2275 -3.0033  0.07
H -3.4948 -3.3768 -1.5704  0.11
H 6.8890 -2.8929 -4.0234  0.08
H -6.3765 4.0541 0.1481  0.04
H 8.6315 -1.3724 3.9100  0.10
H -0.2178 6.0071 -4.4704  0.11
H 5.6834 -3.1671 0.7228  0.09
H -6.4280 -3.3664 2.9218  0.06
H 6.3372 -1.1869 -4.3206  0.08
H 0.9919 2.4896 -1.4499  0.15
H 8.2273 -1.5664 5.5799  0.10
H 4.5119 0.5246 -2.3188  0.15
H 5.5780 -3.8002 4.9241  0.11

---

(3)
This record from OMol25 describes a molecular structure, C17H48N3O7PSi2 in a non-equilibrium geometry. The level of theory is wB97M-V/def2-TZVPD.

As for the HOMO-LUMO gap: 8.521 eV. For the LUMO energy, the calculation gives 0.2 eV. Its max |F| is 1.300 eV Å⁻¹.

Last column: Löwdin charge in e.
Geometry (Å):
P -1.2739 -1.1391 1.4873  0.68
Si -2.2114 -2.6653 0.1533  0.36
Si -4.1742 -3.7547 1.9538  0.51
O -9.2954 -1.8285 1.3254  0.11
O 4.5828 1.6246 -5.4348  -0.20
O -8.2337 0.0676 0.8516  0.11
O -1.2650 -0.1297 -2.9683  -0.21
O -2.5111 -0.0274 1.7720  -0.41
O -2.9240 -3.9892 0.8821  -0.48
O 2.3587 1.0486 7.6648  -0.19
N 0.6191 2.0401 -3.3650  0.04
N 0.6451 -0.4926 5.9104  0.04
N 6.4577 2.8393 -7.2884  0.04
C -1.7156 -0.8011 -4.1293  -0.11
C -6.9190 -3.2539 2.0181  -0.26
C -8.2536 -1.2135 1.3006  -0.50
C -5.8599 -3.9976 1.1874  -0.30
C 3.0485 2.1502 7.1056  -0.11
C 6.4787 3.1723 -5.8616  -0.44
C 1.2751 0.2521 -4.8852  -0.07
C 0.3116 1.8506 5.3404  -0.06
C -1.1200 -1.9267 3.1327  -0.34
C 7.6649 2.4733 -5.2055  -0.07
C 0.2125 0.8026 6.4444  -0.43
C 5.0842 0.5760 -4.6279  -0.11
C 0.1074 -0.2974 -2.6662  -0.22
C -6.9139 -1.7426 1.7632  -0.13
C 1.0523 0.6414 -3.4278  -0.43
C 0.9543 1.1809 7.7328  -0.21
C 5.1340 2.9001 -5.1739  -0.21
H 0.4776 -1.2126 6.6074  0.08
H -1.1232 -3.1978 -0.6879  -0.05
H 0.1968 -0.0782 -1.5987  0.11
H -3.1379 -1.9170 -0.7354  -0.04
H -2.0489 -1.7633 3.6712  0.02
H -0.3262 -1.4680 3.7058  -0.01
H -0.9105 -2.9886 3.0525  0.03
H -6.0877 -5.0608 1.2311  0.07
H 8.5981 2.9084 -5.5605  0.07
H 0.5782 2.3362 -2.3943  0.07
H -6.1763 -1.4998 1.0007  0.11
H -0.8442 0.7096 6.7116  0.13
H 1.4525 -0.8214 -4.9849  0.08
H 4.3087 -0.1874 -4.5602  0.08
H 5.9696 0.1204 -5.0777  0.08
H 2.5660 3.0964 7.3669  0.09
H 6.1379 1.8795 -7.3793  0.07
H 4.4030 3.6135 -5.5617  0.12
H -7.9050 -3.6601 1.8388  0.10
H 5.3235 0.9234 -3.6187  0.09
H 1.6568 -0.4653 5.8182  0.08
H 0.4257 0.5157 -5.5150  0.07
H 7.6342 2.5754 -4.1190  0.08
H -0.3440 2.0819 -3.6847  0.07
H -6.7034 -3.4264 3.0719  0.10
H -2.7803 -0.9966 -4.0021  0.08
H -4.0931 -2.4026 2.5581  -0.01
H -6.6202 -1.2078 2.6615  0.13
H 2.0205 0.5773 -2.9211  0.13
H 5.7429 3.3908 -7.7531  0.07
H 7.6939 1.4115 -5.4484  0.06
H 0.3983 -1.3476 -2.8036  0.12
H -4.0234 -4.7255 3.0598  -0.01
H 0.6372 0.4945 8.5220  0.12
H -1.1974 -1.7548 -4.2650  0.09
H -0.4344 1.6559 4.5702  0.07
H -7.3601 0.4461 0.9592  0.10
H -1.5884 -0.1899 -5.0259  0.08
H 2.1435 0.7766 -5.2844  0.06
H 3.1242 2.0717 6.0184  0.08
H 4.0568 2.1470 7.5174  0.09
H 1.2864 1.8345 4.8536  0.07
H 6.6501 4.2497 -5.7809  0.13
H 0.1407 2.8553 5.7311  0.08
H -3.2080 -0.1986 1.1403  -0.01
H 5.2041 3.0660 -4.0909  0.12
H -5.9149 -3.7219 0.1374  0.08
H 0.6846 2.1948 8.0564  0.12

---

(4)
This record from OMol25 describes a molecular structure, C17H48NO20P4V in a non-equilibrium geometry. The level of theory is wB97M-V/def2-TZVPD.

The total charge is +1. As for the HOMO-LUMO gap (alpha / beta): 7.803 / 5.114 eV. For the LUMO energy (alpha / beta), the calculation gives -3.9 / -6.6 eV. The spin multiplicity is 2. Its max |F| is 5.289 eV Å⁻¹. Its expectation value of S² is 0.77.

Last column: Mulliken spin population.
Geometry (Å):
V 0.0904 -0.2247 0.3159  -0.16
P 0.7318 -0.7475 3.9525  0.00
P 3.8782 0.1895 0.3822  0.00
P -5.8530 1.1999 -2.4262  0.00
P 0.9280 -3.9774 -0.1649  0.00
O 0.7485 -2.5444 0.2149  -0.02
O -5.3495 -0.0676 -1.5105  0.00
O 0.2673 -0.3665 -1.2945  0.14
O -0.2958 1.9862 0.3914  0.84
O 0.0957 0.3603 4.8357  0.00
O -0.1377 -2.0839 4.3476  0.00
O -6.3158 2.4228 -1.6842  0.00
O 2.2066 -4.2421 -1.0672  0.00
O 0.9887 -5.0029 1.0820  0.00
O 4.7577 0.1230 -0.9656  0.00
O -4.5535 1.5174 -3.3709  0.00
O 2.1617 -0.9992 4.7020  0.00
O 0.6922 -0.5187 2.4808  -0.01
O -6.9976 0.6132 -3.4668  0.00
O 1.4301 3.4860 -4.2899  0.00
O -1.3984 -0.6055 0.8881  0.06
O 4.2091 1.6773 0.9811  0.00
O 2.4369 -0.1446 0.2167  0.01
O 4.6287 -0.7914 1.4312  0.00
O -0.2109 -4.6685 -1.0875  0.00
N -0.0314 2.7066 -2.7238  0.01
C -0.8322 4.3810 1.0456  0.00
C -0.9091 1.9764 -3.6775  0.00
C -8.3650 0.5003 -3.0871  0.00
C 2.7887 -3.2341 -1.8763  0.00
C -0.0282 -5.9688 -1.7187  0.00
C -1.2185 2.8697 1.0306  -0.04
C 4.1670 0.6864 -2.1175  0.00
C -4.3694 0.0920 -0.5155  0.00
C 3.2329 2.6530 1.3724  0.00
C 0.3614 1.7024 4.6087  0.00
C -4.1269 0.5072 -4.2432  0.00
C 4.2646 -2.1842 1.6841  0.00
C 1.0400 3.3984 -3.1418  0.00
C 3.2434 -0.0492 4.4829  0.00
C -1.3839 -2.2057 3.8250  0.00
C 1.6767 -4.6033 2.1915  0.00
C 1.6187 4.2494 -2.0206  0.00
H -4.7880 -0.3455 -4.3980  0.00
H 0.1534 4.5482 1.4800  0.00
H -4.0960 0.9971 -5.2164  0.00
H -8.6895 0.7451 -2.0757  0.00
H -1.4177 -2.5448 2.7896  0.00
H 1.7789 -5.4160 2.9106  0.00
H 3.8345 -2.2780 2.6813  0.00
H 3.8607 -3.4049 -1.7783  0.00
H -0.7671 4.6844 0.0007  0.01
H 0.5718 2.3415 5.4662  0.00
H -0.8781 -6.5922 -1.4409  0.00
H -2.2833 2.7563 0.8271  0.06
H 4.2133 -0.5425 4.4180  0.00
H 3.7200 3.2272 2.1605  0.00
H -4.9338 -0.0131 0.4111  0.00
H 1.0818 -3.9009 2.7753  0.00
H 0.9206 -6.4651 -1.5146  0.00
H 2.6486 3.9475 -1.8302  0.00
H -1.1597 2.4890 2.0502  0.12
H 1.6329 5.3155 -2.2471  0.00
H 2.3365 2.1758 1.7684  -0.01
H -1.9230 -2.9023 4.4670  0.00
H -0.2541 2.6528 -1.7402  0.00
H 2.6548 -2.2075 -1.5355  0.00
H -3.9555 1.1003 -0.5238  0.00
H -8.8792 1.1919 -3.7545  0.00
H 2.6809 -4.2264 1.9972  0.00
H -0.0770 -5.8441 -2.8004  0.00
H -3.5261 -0.5964 -0.4598  0.00
H -0.9235 0.9218 -3.4022  0.00
H 2.9101 3.2497 0.5192  0.00
H -1.9958 -1.3143 3.9634  0.00
H -8.7196 -0.4677 -3.4410  0.00
H 3.4937 -2.4077 0.9466  0.00
H 4.0012 0.0206 -2.9644  0.00
H -1.5963 5.0266 1.4785  0.00
H -3.1353 0.1502 -3.9649  0.00
H 3.2518 0.6665 5.3049  0.00
H 3.1573 0.4718 3.5294  0.00
H -0.5831 2.1413 4.2874  0.00
H 4.8146 1.4646 -2.5216  0.00
H -1.9308 2.3396 -3.5663  0.00
H 1.1956 4.0715 -1.0319  0.00
H 1.1583 1.8358 3.8770  0.00
H 3.1935 1.1342 -1.9182  0.00
H 5.0906 -2.8909 1.6040  0.00
H -0.5452 2.0101 -4.7044  0.00
H 2.4335 -3.3851 -2.8957  0.00

---

(5)
This record from OMol25 describes 8 unconnected molecules or ions with the total composition C17H49O8S7 in a non-equilibrium geometry. The level of theory is wB97M-V/def2-TZVPD.

Its relative energy (zero: lowest compared OMol25 entry of this formula, charge and spin) is 0.00 kJ/mol. The total charge is -1. As for the HOMO-LUMO gap: 5.103 eV. For the LUMO energy, the calculation gives 1.9 eV. Its max |F| is 2.231 eV Å⁻¹.

Last column: Löwdin charge in e.
Geometry (Å):
S -20.2590 -30.6114 2.5193  0.79
S -19.5994 -28.9600 9.7561  0.78
S -15.0844 -27.7638 6.2256  0.80
S -15.8935 -22.7233 5.3567  0.81
S -23.5874 -27.3376 2.7707  0.80
S -23.8755 -26.5394 7.5106  0.83
S -19.8194 -23.7569 11.4463  0.82
O -20.2448 -28.9658 8.4019  -0.53
O -20.5613 -22.4647 11.4785  -0.57
O -18.8152 -27.1408 4.4621  -0.31
O -14.4819 -22.3354 5.1267  -0.57
O -23.5094 -27.5673 6.5072  -0.52
O -14.4139 -29.1028 6.0245  -0.60
O -20.4041 -30.9134 3.9570  -0.53
O -23.0253 -28.1859 3.8680  -0.54
C -20.8668 -29.4870 10.9273  -0.27
C -22.7667 -25.7224 2.9114  -0.26
C -18.6290 -24.8512 3.9094  -0.09
C -18.4923 -30.4276 9.9758  -0.24
C -16.5954 -28.0616 7.1789  -0.27
C -19.4472 -32.0713 1.7393  -0.28
C -15.8053 -27.2991 4.5859  -0.23
C -16.7679 -21.2931 6.0963  -0.25
C -19.2788 -25.8998 4.8151  -0.65
C -15.8513 -23.7426 6.8829  -0.25
C -19.1368 -25.5741 6.3224  -0.08
C -18.5202 -23.5219 10.1933  -0.27
C -22.7559 -27.8268 1.2094  -0.27
C -18.8622 -29.4944 2.3572  -0.28
C -25.5695 -26.8757 8.0825  -0.29
C -20.7425 -25.0072 10.4877  -0.27
C -23.0623 -26.9559 9.1373  -0.27
H -21.4781 -25.5279 11.0961  0.03
H -17.2020 -28.9241 6.8949  0.07
H -16.7636 -27.8200 4.5355  0.02
H -25.9371 -26.1545 8.8171  0.04
H -21.2568 -24.4998 9.6704  0.06
H -18.8875 -23.0110 9.3007  0.05
H -21.7071 -27.8233 1.5156  0.04
H -23.2036 -25.3072 3.8224  0.04
H -20.3738 -25.9464 4.6391  0.09
H -16.3885 -28.0183 8.2457  0.03
H -19.0222 -31.3409 9.7132  0.06
H -21.1255 -30.5340 10.7688  0.06
H -15.1054 -27.6373 3.8243  0.05
H -17.6942 -30.2684 9.2511  0.03
H -17.6102 -24.7449 4.2679  0.01
H -20.0629 -25.7380 10.0512  0.03
H -15.6202 -24.7931 6.6880  0.02
H -19.0610 -23.8462 4.0558  0.06
H -15.9072 -26.2185 4.5079  0.03
H -18.7214 -25.1220 2.8614  0.07
H -22.9299 -27.1822 0.3515  0.04
H -18.4404 -32.3253 2.0801  0.05
H -16.8425 -23.7970 7.3401  0.02
H -17.0197 -20.6535 5.2537  0.04
H -23.3391 -27.8333 9.7272  0.04
H -19.1432 -28.4999 2.7054  0.01
H -19.6018 -24.5797 6.4391  0.06
H -16.0244 -20.7315 6.6670  0.05
H -20.4486 -29.3298 11.9245  0.05
H -17.2972 -27.2656 6.8938  0.02
H -17.9966 -29.8312 2.9270  0.06
H -21.7833 -28.9089 10.8493  0.02
H -19.4932 -32.0539 0.6509  0.04
H -26.2268 -26.6228 7.2422  0.04
H -22.9977 -28.8698 1.0108  0.04
H -23.0426 -25.1188 2.0469  0.04
H -17.7753 -22.8528 10.6206  0.04
H -25.8113 -27.9004 8.3581  0.05
H -18.1485 -24.4931 9.8685  0.05
H -18.5315 -29.3782 1.3202  0.05
H -20.0117 -32.9268 2.1197  0.03
H -18.1000 -25.3581 6.6051  0.02
H -19.6076 -26.3299 6.9445  0.06
H -17.5432 -21.6695 6.7561  0.04
H -23.2386 -26.2256 9.9337  0.03
H -21.6982 -25.7335 3.1256  0.04
H -22.0071 -26.9745 8.8664  0.01
H -15.1780 -23.3049 7.6193  0.06
H -18.0684 -30.3947 10.9777  0.05